# 1
Molecular formula: C11H20Cl2N2SSc
Method: DFT, ωB97M-V with the def2-TZVPD basis set

Geometry as ORCA input:
```
! wB97M-V def2-TZVPD RIJCOSX def2/J DEFGRID3
* xyz -1 1
Sc 1.52 -0.86 0.64
Cl 0.56 0.23 2.39
Cl 3.78 -1.03 0.82
C -1.22 0.92 -1.84
H -1.49 1.24 -2.86
H -1.86 1.21 -1.00
C 0.04 -2.15 -1.15
C -1.12 -1.79 -1.89
H 1.07 -2.05 -1.55
C -2.46 -2.21 -1.41
H -1.08 -1.26 -2.85
C -2.52 -2.72 0.04
H -3.16 -1.37 -1.52
H -2.86 -3.02 -2.07
C -1.35 -3.65 0.39
H -2.49 -1.88 0.74
H -3.46 -3.25 0.20
C 0.02 -2.94 0.14
H -1.42 -3.98 1.44
H -1.36 -4.54 -0.25
H 0.18 -2.29 1.07
H 0.80 -3.71 0.10
S 0.39 0.66 -1.39
C 1.47 2.09 -1.39
N 1.03 3.30 -1.07
C 1.98 4.40 -0.73
C 3.19 4.30 -1.64
C 3.81 2.92 -1.61
N 2.75 1.89 -1.69
H 0.07 3.36 -0.73
H 2.26 4.32 0.33
H 1.45 5.34 -0.88
H 3.93 5.03 -1.33
H 2.88 4.54 -2.66
H 4.37 2.73 -0.68
H 4.46 2.77 -2.47
H 3.00 0.93 -1.94
*
```

- LUMO energy (spin up / spin down) (eV) = 2.8 / 2.9
- gap between HOMO and LUMO (spin up / spin down) (eV) = 3.0335 / 4.7949
- HOMO level (spin up / spin down) (eV) = -0.24 / -1.92
- max |F| (eV/A) = 3.31

# 2
Molecular formula: C11H20Cl2O2Sn
Method: DFT, ωB97M-V with the def2-TZVPD basis set

Geometry as ORCA input:
```
! wB97M-V def2-TZVPD RIJCOSX def2/J DEFGRID3
* xyz -2 1
C 0.00 -1.68 0.43
C 1.39 -1.48 0.24
C 1.57 -0.80 -1.00
C 2.45 -1.84 1.19
C 0.28 -0.62 -1.59
C -0.69 -1.13 -0.70
C -2.15 -1.09 -0.90
C -0.61 -2.34 1.59
C 2.83 -0.29 -1.53
C 0.04 0.07 -2.87
Sn -0.52 1.98 1.22
Cl 1.72 1.39 1.53
Cl -2.02 0.86 2.55
O -0.73 1.86 -0.75
H 2.09 -1.85 2.23
H 3.31 -1.17 1.13
H 2.80 -2.84 0.96
H 3.44 0.21 -0.76
H 2.68 0.43 -2.34
H 3.44 -1.11 -1.93
H 0.78 0.84 -3.06
H -0.95 0.51 -2.93
H 0.13 -0.67 -3.67
H -2.46 -0.25 -1.52
H -2.74 -1.02 0.02
H -2.42 -2.01 -1.43
H -0.18 -2.02 2.56
H -0.41 -3.41 1.49
H -1.69 -2.18 1.67
H -0.81 2.72 -1.18
O -4.73 0.73 1.31
H -5.38 1.40 0.97
C -0.17 4.00 1.72
H 0.78 4.19 1.19
H -0.05 4.02 2.80
H -1.00 4.59 1.35
*
```

- LUMO energy (eV) = 4.9
- gap between HOMO and LUMO (eV) = 4.3497
- HOMO level (eV) = 0.57
- max |F| (eV/A) = 1.89

# 3
Molecular formula: C11H20Cl2O2W
Method: DFT, ωB97M-V with the def2-TZVPD basis set

Geometry as ORCA input:
```
! wB97M-V def2-TZVPD RIJCOSX def2/J DEFGRID3
* xyz 0 1
C -1.26 -0.45 -0.67
C -0.80 -1.34 0.37
C 0.63 -1.44 0.26
C -1.65 -2.05 1.34
C 1.02 -0.66 -0.90
C -0.14 -0.07 -1.46
C -0.18 0.60 -2.79
C -2.67 -0.19 -1.06
C 1.55 -2.34 1.00
C 2.39 -0.61 -1.48
W 0.20 0.59 1.25
Cl 0.63 -0.25 3.26
Cl -2.04 1.31 1.57
O 2.05 1.19 0.68
H -2.65 -1.61 1.41
H -1.21 -2.04 2.35
H -1.77 -3.11 1.04
H 1.13 -2.64 1.95
H 2.51 -1.83 1.18
H 1.76 -3.24 0.40
H 3.14 -0.57 -0.69
H 2.50 0.29 -2.11
H 2.59 -1.48 -2.12
H 0.70 1.24 -2.91
H -1.06 1.25 -2.87
H -0.20 -0.13 -3.61
H -3.34 -0.20 -0.19
H -3.04 -0.95 -1.77
H -2.75 0.78 -1.55
H 1.99 2.02 0.18
O -0.29 3.35 -1.40
H -1.09 3.17 -0.64
C 0.28 2.59 2.36
H 1.33 2.70 2.64
H -0.32 2.70 3.27
H 0.03 3.43 1.68
*
```

- LUMO energy (spin up / spin down) (eV) = -2.4 / -2.4
- gap between HOMO and LUMO (spin up / spin down) (eV) = 4.8612 / 4.8432
- HOMO level (spin up / spin down) (eV) = -7.28 / -7.27
- max |F| (eV/A) = 6.01

# 4
Molecular formula: C11H20Cl2O3Sn
Method: DFT, ωB97M-V with the def2-TZVPD basis set

Geometry as ORCA input:
```
! wB97M-V def2-TZVPD RIJCOSX def2/J DEFGRID3
* xyz -2 1
C 0.79 -1.30 -1.35
C 0.38 -2.05 -0.19
C 1.11 -1.54 0.93
C -0.59 -3.13 -0.14
C 1.93 -0.47 0.46
C 1.72 -0.31 -0.92
C 2.35 0.71 -1.78
C 0.36 -1.55 -2.75
C 1.01 -2.04 2.30
C 2.86 0.33 1.30
Sn -2.30 0.80 1.42
Cl -2.43 -0.73 3.07
Cl -2.62 0.10 -0.82
O -0.69 1.70 0.84
H -1.04 -3.32 -1.13
H -1.42 -2.90 0.56
H -0.13 -4.08 0.20
H -0.04 -2.15 2.62
H 1.50 -1.35 3.01
H 1.49 -3.03 2.41
H 2.52 0.36 2.34
H 2.94 1.35 0.92
H 3.87 -0.10 1.29
H 2.44 1.66 -1.24
H 1.75 0.89 -2.68
H 3.36 0.42 -2.10
H -0.63 -2.01 -2.78
H 1.06 -2.21 -3.26
H 0.32 -0.60 -3.29
H -0.15 1.85 1.65
O -1.44 3.87 -2.43
H -0.63 3.54 -2.03
C -3.93 3.50 0.68
O -3.48 2.33 1.32
H -3.69 4.35 1.31
H -5.01 3.39 0.63
H -3.56 3.72 -0.35
*
```

- LUMO energy (eV) = 4.1
- gap between HOMO and LUMO (eV) = 3.7483
- HOMO level (eV) = 0.30
- max |F| (eV/A) = 4.71